1.
6 unconnected molecules or ions with the total composition C33H39N6O3P, computed with ωB97M-V/def2-TZVPD.

**M**: 598.7 g/mol
**SMILES**: CCCOc1cc([PH2]=N)cc2c1C(=O)C=CC2=O.c1cc[nH]c1.c1cc[nH]c1.c1cc[nH]c1.c1cc[nH]c1.c1cc[nH]c1
**Energy**: -2176.3797 Eh
**Max |F|**: 0.0134 Eh/bohr

Geometry as ORCA input:
```
! RIJCOSX wB97M-V def2-TZVPD def2/J DEFGRID3
* xyz 0 1
C 0.09557 -2.78515 6.21552
C 0.25695 -2.81930 4.68395
C -0.98879 -2.24165 4.04571
O -1.04674 -2.26148 2.60079
C 0.11018 -2.49368 1.92187
C 0.34412 -3.76103 1.41074
C 1.51012 -4.03904 0.70782
P 1.79585 -5.73622 0.17210
N 2.40769 -6.66790 1.26827
C 2.46230 -3.04224 0.51588
C 2.23637 -1.78501 1.04388
C 1.05443 -1.48611 1.72629
C 0.87486 -0.09505 2.24063
O -0.19398 0.47236 2.29474
C 2.14262 0.58919 2.63595
C 3.28213 0.29053 2.01303
C 3.26578 -0.71344 0.91115
O 4.01099 -0.63593 -0.04277
H -0.95422 -2.81408 6.50593
H 0.53799 -1.88155 6.63295
H 0.60000 -3.63726 6.66703
H 1.14337 -2.24545 4.41331
H 0.39904 -3.84995 4.35641
H -1.13278 -1.20638 4.36520
H -1.85194 -2.82079 4.37501
H -0.40587 -4.52125 1.58930
H 2.60381 -5.51929 -0.95873
H 0.54658 -6.09718 -0.36132
H 1.84487 -7.48519 1.46372
H 3.38138 -3.23427 -0.02214
H 2.09615 1.33954 3.41537
H 4.22343 0.77458 2.23827
N -3.68970 -1.21590 1.73113
C -4.23802 -1.49185 0.51198
C -5.60217 -1.42986 0.63456
C -5.88779 -1.09838 1.98636
C -4.68569 -0.97182 2.63366
H -2.70504 -1.19658 1.94530
H -3.61361 -1.70784 -0.33849
H -6.31384 -1.59836 -0.15636
H -6.86034 -0.96588 2.42981
H -4.45915 -0.72666 3.65758
N 0.90587 0.92062 -1.25647
C -0.42717 0.91241 -0.94069
C -1.11351 1.23684 -2.08245
C -0.16035 1.43217 -3.12024
C 1.07885 1.22898 -2.57723
H 1.66082 0.73447 -0.62220
H -0.75870 0.67652 0.05594
H -2.18461 1.32730 -2.16864
H -0.35882 1.69721 -4.14520
H 2.06180 1.27842 -3.01293
N 6.24227 3.44438 1.69817
C 5.02219 3.76336 1.16557
C 4.56755 4.88690 1.80182
C 5.55334 5.26024 2.75655
C 6.57345 4.35180 2.66754
H 6.80967 2.66677 1.41652
H 4.58701 3.16790 0.38085
H 3.63446 5.38717 1.60480
H 5.51752 6.10134 3.42797
H 7.50255 4.27689 3.20547
N -3.47894 -0.49337 -4.22463
C -4.20587 -0.82811 -3.11746
C -5.18215 -1.70693 -3.50689
C -5.03662 -1.90577 -4.90737
C -3.97797 -1.14038 -5.32055
H -2.70060 0.14100 -4.22561
H -3.96595 -0.41892 -2.15156
H -5.91853 -2.15599 -2.86170
H -5.64101 -2.53610 -5.53779
H -3.54020 -1.00433 -6.29422
N 0.83021 5.71987 -5.21906
C 0.24371 4.79335 -4.40075
C -0.93891 4.41859 -4.98064
C -1.06809 5.14649 -6.19556
C 0.04035 5.94051 -6.31432
H 1.70660 6.17274 -5.04023
H 0.71068 4.48032 -3.48288
H -1.63785 3.70612 -4.57696
H -1.88183 5.09309 -6.89898
H 0.33187 6.63894 -7.07944
*
```

***

2.
6 unconnected molecules or ions with the total composition C33H40BrN6O5P, computed with ωB97M-V/def2-TZVPD.

**M**: 711.6 g/mol
**SMILES**: CCOCCOCN1C(=O)c2cccc(P(O)Br)c2C1=O.c1cc[nH]c1.c1cc[nH]c1.c1cc[nH]c1.c1cc[nH]c1.c1cc[nH]c1
**Energy**: -4901.5361 Eh
**Max |F|**: 0.0375 Eh/bohr

Geometry as ORCA input:
```
! RIJCOSX wB97M-V def2-TZVPD def2/J DEFGRID3
* xyz 0 1
C 4.94063 -2.75655 -2.02160
C 4.64423 -1.95802 -3.28096
O 5.06132 -0.60754 -3.03988
C 4.27245 0.34579 -3.71458
C 3.20385 0.91791 -2.79007
O 2.19496 1.58316 -3.53288
C 1.10261 0.77680 -3.84711
N -0.13302 1.22755 -3.17786
C -0.43378 0.55090 -1.95480
O -0.14609 0.93972 -0.86888
C -1.24137 -0.66040 -2.31989
C -1.63712 -1.74737 -1.54849
C -2.48832 -2.67435 -2.13811
C -2.81013 -2.60228 -3.49507
C -2.25389 -1.60256 -4.30454
P -2.29493 -1.66923 -6.13502
O -2.74712 -3.21410 -6.33472
Br -0.07240 -1.81572 -6.53748
C -1.62761 -0.54438 -3.64298
C -1.24318 0.85694 -4.06249
O -1.77493 1.58631 -4.81479
H 5.98847 -3.03886 -2.04012
H 4.78764 -2.09340 -1.17523
H 4.31949 -3.64124 -1.91437
H 5.25477 -2.33017 -4.10345
H 3.58327 -1.95610 -3.52820
H 3.84098 -0.04630 -4.63785
H 4.92445 1.16541 -4.01187
H 2.79904 0.15274 -2.12399
H 3.67926 1.65654 -2.15123
H 1.32730 -0.27396 -3.63410
H 0.92456 0.85151 -4.91718
H -1.28025 -1.85233 -0.53535
H -2.88222 -3.47999 -1.53763
H -3.48316 -3.31920 -3.94115
H -2.25061 -3.82572 -5.77039
N 3.53692 -3.33389 1.59044
C 2.43417 -2.60697 1.22947
C 2.00528 -1.91774 2.33169
C 2.88636 -2.23677 3.39989
C 3.82005 -3.10924 2.91099
H 4.05788 -3.93739 0.98103
H 2.05198 -2.64323 0.22327
H 1.15588 -1.25627 2.36931
H 2.83956 -1.86663 4.40996
H 4.65833 -3.58917 3.38624
N 5.47510 -8.30771 2.55109
C 5.23523 -6.96891 2.40225
C 3.89916 -6.75512 2.61698
C 3.31176 -8.01586 2.91041
C 4.30938 -8.95178 2.86310
H 6.36918 -8.74962 2.44766
H 6.03310 -6.28776 2.15840
H 3.39808 -5.80344 2.57175
H 2.27610 -8.21080 3.13155
H 4.29030 -10.01568 3.02478
N -2.02304 1.78943 1.28498
C -3.26156 2.35883 1.18068
C -3.79689 2.44640 2.43919
C -2.83749 1.90825 3.33944
C -1.75394 1.51473 2.59280
H -1.40221 1.59957 0.51308
H -3.65668 2.65237 0.22261
H -4.76474 2.85028 2.68699
H -2.93115 1.82048 4.40999
H -0.81962 1.06528 2.88297
N -6.49311 6.06680 0.19992
C -7.70120 6.56629 0.60429
C -7.86534 6.24736 1.92529
C -6.70832 5.52955 2.33496
C -5.88139 5.43582 1.24861
H -6.11367 6.15052 -0.72426
H -8.33624 7.10335 -0.07890
H -8.71782 6.50148 2.53231
H -6.50673 5.13085 3.31508
H -4.91366 4.97788 1.13304
N -1.62451 4.93761 3.70697
C -0.97722 5.64695 4.67908
C -0.85680 6.94284 4.24878
C -1.46005 7.01650 2.96448
C -1.92460 5.76288 2.66185
H -1.84903 3.95586 3.74985
H -0.65804 5.17216 5.59114
H -0.39045 7.74705 4.79298
H -1.54413 7.88806 2.33708
H -2.44135 5.38769 1.79549
*
```